Formula: C41H33InN7O2PS5
Source: the Open Molecules 2025 dataset
Level of theory: ωB97M-V with the def2-TZVPD basis set

Last column: Mulliken charge in e.
Cartesian coordinates (Å):
In1 1.79 0.66 -0.94  1.72
S1 0.10 7.71 -1.82  -0.26
S2 0.68 5.04 -3.00  -0.08
S3 1.00 2.51 0.54  -0.50
S4 1.43 2.20 -2.99  -0.52
S5 0.38 5.29 -0.12  -0.09
P1 -1.11 0.72 -1.86  0.23
O1 3.10 0.05 0.69  -0.50
O2 -4.75 -0.26 4.64  -0.48
N1 8.14 0.61 -2.44  -0.47
N2 4.05 0.83 -1.82  0.03
N3 0.02 -2.94 5.49  -0.50
N4 1.24 -1.06 -2.45  0.77
N5 -0.90 -0.43 -3.10  0.38
N6 0.92 -1.44 0.34  0.59
N7 1.14 -2.69 5.05  -0.49
C1 -2.22 -0.18 -0.71  0.39
C2 1.47 -1.91 3.96  0.39
C3 -2.90 2.74 -1.70  -0.61
C4 0.37 6.11 -1.65  0.11
C5 6.26 1.37 -1.13  -0.81
C6 -3.96 -1.73 -0.14  -1.07
C7 4.55 0.25 -2.90  -0.43
C8 -3.76 2.72 -4.33  -0.79
C9 2.29 -1.87 -2.55  -0.86
C10 5.89 0.16 -3.16  -1.01
C11 -2.36 -2.92 5.21  -0.34
C12 2.58 -1.08 4.08  -0.29
C13 -3.54 -0.84 4.86  0.76
C14 -3.87 3.64 -2.11  -0.73
C15 0.22 -1.18 -3.29  0.32
C16 2.56 -0.50 1.73  0.19
C17 -1.14 -2.24 5.19  -0.19
C18 -3.65 -1.58 1.20  -0.95
C19 -3.54 -2.23 5.01  -0.31
C20 -1.93 -0.02 0.64  -0.77
C21 0.26 -2.13 -4.33  -1.21
C22 -0.14 -3.01 2.37  -0.60
C23 -2.37 1.82 -2.60  1.20
C24 -1.14 -0.84 5.07  -0.29
C25 -0.55 -3.15 1.07  -1.43
C26 -3.25 -1.03 -1.10  -0.65
C27 -4.77 1.08 4.20  -0.64
C28 2.39 -2.84 -3.52  -1.13
C29 4.90 1.41 -0.97  -0.57
C30 6.80 0.70 -2.24  1.12
C31 -4.30 3.63 -3.43  -0.51
C32 1.41 -1.34 1.58  -0.57
C33 1.35 -2.95 -4.44  -0.59
C34 0.81 3.69 -0.72  0.17
C35 3.10 -0.38 3.01  -0.92
C36 -2.79 1.82 -3.92  -0.46
C37 -0.02 -2.31 0.08  -0.18
C38 -2.64 -0.73 1.59  -0.03
C39 0.96 3.58 -2.06  0.25
C40 0.87 -2.07 2.68  0.88
C41 -2.33 -0.15 4.93  -0.57
H1 -4.21 -2.13 1.95  0.51
H2 6.25 -0.35 -4.04  0.33
H3 -2.29 0.93 4.86  0.36
H4 -2.56 2.73 -0.68  0.38
H5 -4.46 1.77 4.99  0.33
H6 -0.57 -2.20 -5.02  0.52
H7 -4.75 -2.41 -0.44  0.40
H8 -2.36 1.15 -4.66  0.33
H9 -1.61 -0.52 -3.81  0.23
H10 -1.29 -3.89 0.80  0.46
H11 -0.56 -3.63 3.14  0.65
H12 3.02 -0.97 5.06  0.44
H13 -5.05 4.33 -3.75  0.40
H14 4.44 1.90 -0.12  0.54
H15 -4.10 2.72 -5.35  0.41
H16 -0.37 -2.38 -0.94  0.20
H17 8.50 0.00 -3.15  0.19
H18 -3.50 -1.15 -2.15  0.43
H19 -2.39 -0.62 2.63  1.01
H20 -0.21 -0.30 5.11  0.44
H21 3.95 0.26 3.15  0.46
H22 6.91 1.82 -0.39  0.33
H23 -1.13 0.66 0.93  0.08
H24 3.82 -0.16 -3.59  0.68
H25 -4.14 1.22 3.32  0.17
H26 -4.49 -2.75 4.97  0.50
H27 -5.80 1.28 3.93  0.27
H28 -2.36 -3.99 5.33  0.48
H29 3.05 -1.73 -1.80  0.71
H30 -4.27 4.35 -1.41  0.43
H31 3.25 -3.49 -3.57  0.53
H32 1.40 -3.69 -5.23  0.43
H33 8.77 0.92 -1.72  0.20

Output
2S+1: 1
Total charge: 0
HOMO-LUMO gap in Ha: 0.231
HOMO level in eV: -6.48
Energy relative to the best compared isomer or geometry (same formula, charge and spin) in kJ/mol: 112.1

=====

Formula: C21H16F6N4O6PdS4
Source: the Open Molecules 2025 dataset
Level of theory: ωB97M-V with the def2-TZVPD basis set

Last column: Mulliken charge in e.
Cartesian coordinates (Å):
Pd1 -1.74 -0.27 -0.94  0.08
S1 -2.64 2.25 -0.84  1.13
S2 -2.88 4.71 0.46  1.06
S3 -4.19 -1.69 0.02  -0.13
S4 1.18 -2.32 -1.79  1.33
F1 -0.08 1.96 0.01  -0.17
F2 -4.80 5.42 2.16  -0.26
F3 -4.03 3.45 2.54  -0.23
F4 -5.37 3.79 0.87  -0.25
F5 -0.41 3.72 -1.19  -0.26
F6 -0.35 1.81 -2.14  -0.18
O1 0.55 -1.85 -3.00  -0.80
O2 -3.04 1.65 0.41  -0.32
O3 -3.11 1.79 -2.11  -0.62
O4 -3.13 6.08 0.10  -0.72
O5 -1.75 4.41 1.31  -0.65
O6 1.47 -3.74 -1.71  -0.79
N1 0.42 -1.70 -0.55  0.44
N2 -3.64 -1.56 -2.50  -0.52
N3 -3.04 3.82 -0.81  -0.73
N4 -1.03 -0.65 1.46  0.68
C1 -1.45 -0.23 3.78  -1.08
C2 5.26 -0.22 -1.80  1.04
C3 2.79 -1.52 -1.77  -0.47
C4 1.57 -2.37 3.48  -0.90
C5 -3.11 -1.91 -1.33  -0.19
C6 -1.75 -0.10 2.41  -0.47
C7 3.95 -2.23 -2.05  -0.34
C8 2.86 -0.16 -1.51  -0.39
C9 2.28 -2.93 2.46  -0.85
C10 -5.35 -0.98 -1.04  -0.19
C11 -4.86 -0.98 -2.30  -0.56
C12 1.93 -2.75 1.11  -0.78
C13 6.60 0.47 -1.78  -1.47
C14 0.06 -1.39 1.80  -0.10
C15 0.43 -1.58 3.15  1.28
C16 -4.35 4.30 1.56  0.66
C17 5.17 -1.58 -2.07  -0.63
C18 -0.36 -0.97 4.14  -0.72
C19 4.09 0.48 -1.52  -0.84
C20 -0.75 2.44 -1.04  0.47
C21 0.84 -1.99 0.73  -0.01
H1 3.15 -3.54 2.68  0.36
H2 4.14 1.54 -1.31  0.37
H3 -2.07 0.27 4.51  0.42
H4 -2.60 0.49 2.08  0.58
H5 3.87 -3.29 -2.24  0.48
H6 -0.09 -1.10 5.18  0.35
H7 6.50 1.53 -2.03  0.36
H8 7.05 0.42 -0.78  0.27
H9 -6.26 -0.53 -0.68  0.42
H10 7.30 0.02 -2.48  0.37
H11 2.53 -3.26 0.37  0.38
H12 1.83 -2.51 4.52  0.31
H13 6.07 -2.14 -2.29  0.31
H14 -2.29 -2.62 -1.25  0.64
H15 1.95 0.39 -1.29  0.50
H16 -5.37 -0.54 -3.15  0.36

Output
2S+1: 1
Total charge: -2
HOMO-LUMO gap in Ha: 0.205
HOMO level in eV: -1.39
Energy relative to the best compared isomer or geometry (same formula, charge and spin) in kJ/mol: 223.2

=====

Formula: C22H31AsMnN2O5Si2
Source: the Open Molecules 2025 dataset
Level of theory: ωB97M-V with the def2-TZVPD basis set

Last column: Mulliken charge in e.
Cartesian coordinates (Å):
As1 -0.44 -0.46 0.93  0.79
Mn1 -0.20 -0.80 -1.36  0.48
Si1 1.02 0.64 2.64  0.25
Si2 -2.83 -0.70 1.52  0.67
O1 0.09 -2.66 -0.84  -0.51
O2 4.04 -1.77 -1.22  -0.68
O3 0.04 -2.25 1.34  -0.47
O4 1.61 -0.68 -1.31  -0.59
O5 -1.70 -0.57 -1.95  -0.55
N1 1.43 1.48 -1.92  -0.97
N2 0.14 1.11 -1.93  0.41
C1 -0.75 1.96 -2.33  -0.35
C2 0.20 -3.05 0.34  0.96
C3 3.65 0.60 -1.59  0.24
C4 -3.90 -0.02 -2.67  -0.66
C5 6.41 0.91 -1.68  -0.34
C6 -2.87 -0.97 3.38  -1.19
C7 -2.14 1.65 -2.53  0.57
C8 4.49 -0.52 -1.42  0.50
C9 0.53 -4.47 0.66  -1.25
C10 0.86 -0.52 4.10  -1.00
C11 -3.04 2.62 -2.98  -0.91
C12 2.74 0.74 1.91  -0.79
C13 -3.55 0.94 0.94  -1.02
C14 -4.35 2.28 -3.26  -0.73
C15 4.22 1.87 -1.79  -0.50
C16 -4.78 0.96 -3.11  -0.54
C17 5.87 -0.34 -1.48  -0.71
C18 -2.59 0.32 -2.38  0.64
C19 5.58 2.03 -1.83  -0.86
C20 0.00 2.23 2.68  -1.06
C21 -3.32 -2.24 0.57  -1.06
C22 2.21 0.48 -1.61  1.38
H1 1.24 -4.86 -0.07  0.40
H2 -0.94 2.06 3.22  0.29
H3 -4.22 -1.05 -2.57  0.53
H4 2.74 1.18 0.91  0.09
H5 3.19 -0.25 1.86  0.32
H6 -0.24 2.53 1.66  0.38
H7 7.48 1.02 -1.72  0.42
H8 6.50 -1.22 -1.37  0.49
H9 3.55 2.72 -1.92  0.47
H10 -0.18 -0.81 4.28  0.26
H11 -3.95 1.51 1.79  0.45
H12 -4.38 0.79 0.24  0.34
H13 -0.39 2.95 -2.59  0.53
H14 -3.89 -1.19 3.70  0.42
H15 -4.39 -2.26 0.37  0.44
H16 -2.54 -0.09 3.93  0.32
H17 1.24 -0.04 5.00  0.43
H18 -2.81 1.57 0.45  0.28
H19 3.08 -1.79 -1.26  0.29
H20 6.02 3.00 -1.99  0.44
H21 1.44 -1.43 3.93  0.30
H22 -2.81 -2.32 -0.39  0.22
H23 0.92 -4.55 1.67  0.36
H24 -3.08 -3.13 1.15  0.35
H25 -5.79 0.69 -3.36  0.45
H26 -5.04 3.03 -3.60  0.46
H27 -0.38 -5.07 0.58  0.32
H28 0.52 3.06 3.16  0.45
H29 3.38 1.36 2.55  0.51
H30 -2.70 3.64 -3.10  0.46
H31 -2.25 -1.82 3.66  0.35

Output
2S+1: 2
Total charge: +2
HOMO-LUMO gap (spin up / spin down) in Ha: 0.171 / 0.208
HOMO level (spin up / spin down) in eV: -13.41 / -13.40
Energy relative to the best compared isomer or geometry (same formula, charge and spin) in kJ/mol: 0.0

=====

Formula: C4H9NOS
Source: the Open Molecules 2025 dataset
Level of theory: ωB97M-V with the def2-TZVPD basis set

Last column: Mulliken charge in e.
Cartesian coordinates (Å):
S1 -0.20 2.22 0.70  -0.23
O1 1.66 -0.62 -1.20  -0.54
N1 0.59 -2.56 -0.69  -0.41
C1 -0.73 -0.51 -0.94  -0.50
C2 0.62 -1.18 -0.93  0.37
C3 -0.43 0.56 1.40  -0.52
C4 -1.30 -0.29 0.47  -0.90
H1 0.19 -2.97 0.14  0.21
H2 0.37 2.77 1.78  0.12
H3 -1.56 -1.24 0.94  0.41
H4 -0.97 0.65 2.35  0.39
H5 -0.61 0.46 -1.43  0.34
H6 0.54 0.10 1.54  0.34
H7 -1.44 -1.12 -1.49  0.35
H8 -2.24 0.25 0.32  0.33
H9 1.40 -3.02 -1.08  0.24

Output
2S+1: 1
Structure (SMILES): NC(=O)CCCS
Total charge: 0
HOMO-LUMO gap in Ha: 0.360
HOMO level in eV: -9.05
Energy relative to the best compared isomer or geometry (same formula, charge and spin) in kJ/mol: 49.1

=====

Formula: C5H9NS2
Source: the Open Molecules 2025 dataset
Level of theory: ωB97M-V with the def2-TZVPD basis set

Last column: Mulliken charge in e.
Cartesian coordinates (Å):
S1 2.69 0.06 -0.09  -0.15
S2 -2.16 -1.37 0.00  -0.41
N1 -0.74 0.73 -0.20  -0.16
C1 -0.81 -0.55 0.04  0.09
C2 1.51 -0.52 1.20  -0.79
C3 0.63 -1.13 0.07  -0.20
C4 1.45 -0.76 -1.19  -0.56
C5 -1.89 1.58 -0.06  -0.84
H1 -1.68 2.64 -0.57  0.27
H2 1.63 -1.76 -1.92  0.29
H3 0.23 1.16 0.29  0.26
H4 1.86 -1.34 1.82  0.33
H5 -2.79 1.05 -0.70  0.31
H6 -2.22 2.01 1.09  0.23
H7 1.00 0.34 1.81  0.33
H8 0.52 -2.19 0.20  0.66
H9 0.79 0.07 -1.76  0.32

Output
2S+1: 1
Total charge: 0
HOMO-LUMO gap in Ha: 0.325
HOMO level in eV: -8.35
Energy relative to the best compared isomer or geometry (same formula, charge and spin) in kJ/mol: 310.8

=====

Formula: C4H4N2
Source: the Open Molecules 2025 dataset
Level of theory: ωB97M-V with the def2-TZVPD basis set

Last column: Mulliken charge in e.
Cartesian coordinates (Å):
N1 0.59 -0.17 2.14  -0.55
N2 1.34 0.29 -0.01  -0.52
C1 0.95 0.25 -1.21  -0.23
C2 -0.89 -0.21 0.11  -0.29
C3 -0.52 0.06 -1.12  -0.36
C4 0.33 -0.02 0.89  0.52
H1 -1.26 0.16 -1.91  0.35
H2 1.46 0.49 -2.10  0.40
H3 -1.76 -0.56 0.56  0.41
H4 -0.24 -0.28 2.66  0.26

Output
2S+1: 1
Structure (SMILES): [H]/N=C1\C=CC=N1
Total charge: 0
HOMO-LUMO gap in Ha: 0.338
HOMO level in eV: -10.03
Energy relative to the best compared isomer or geometry (same formula, charge and spin) in kJ/mol: 171.0

=====

Formula: C2H3OPS
Source: the Open Molecules 2025 dataset
Level of theory: ωB97M-V with the def2-TZVPD basis set

Last column: Mulliken charge in e.
Cartesian coordinates (Å):
S1 2.11 0.13 0.19  0.00
P1 0.93 -1.72 -0.09  0.16
O1 -0.50 -1.10 -0.59  0.00
C1 -1.51 -0.81 0.11  -0.26
C2 1.22 1.13 -0.73  -0.41
H1 -2.35 -0.40 -0.70  0.13
H2 0.63 -1.93 1.36  0.11
H3 1.82 1.92 -1.00  0.28

Output
2S+1: 1
Total charge: 0
HOMO-LUMO gap in Ha: 0.294
HOMO level in eV: -8.52
Energy relative to the best compared isomer or geometry (same formula, charge and spin) in kJ/mol: 555.8

=====

Formula: C3H12N2O2
Source: the Open Molecules 2025 dataset
Level of theory: ωB97M-V with the def2-TZVPD basis set

Last column: Mulliken charge in e.
Cartesian coordinates (Å):
O1 -3.52 1.07 -0.47  -0.69
O2 3.16 -1.21 0.68  -0.65
N1 0.80 0.19 2.07  -0.38
N2 -0.90 0.22 0.43  -0.44
C1 -0.50 0.22 -1.98  -1.46
C2 0.11 0.05 -0.61  -0.14
C3 -0.49 0.25 1.63  -0.13
H1 -0.93 1.21 -2.08  0.36
H2 0.93 0.78 -0.46  0.39
H3 0.25 0.10 -2.77  0.38
H4 -2.65 0.73 -0.20  0.46
H5 -1.28 -0.52 -2.14  0.28
H6 3.21 -2.07 0.25  0.31
H7 1.51 -0.28 1.52  0.18
H8 3.91 -0.72 0.31  0.31
H9 -1.23 0.40 2.42  0.39
H10 -3.86 0.45 -1.12  0.30
H11 0.91 0.05 3.06  0.26
H12 0.57 -0.93 -0.52  0.26

Output
2S+1: 1
Structure (SMILES): CC/N=C\N.O.O
Total charge: 0
HOMO-LUMO gap in Ha: 0.351
HOMO level in eV: -9.20
Energy relative to the best compared isomer or geometry (same formula, charge and spin) in kJ/mol: 53.1